(1)
{"formula": "C12H30CrF3NO12P2S2", "method": "wB97M-V/def2-TZVPD", "symbols": ["Cr", "F", "N", "S", "O", "O", "F", "S", "O", "O", "F", "C", "C", "O", "P", "O", "O", "C", "C", "O", "C", "C", "H", "H", "H", "H", "H", "H", "H", "H", "H", "H", "H", "H", "H", "H", "H", "C", "C", "O", "P", "O", "O", "C", "C", "O", "C", "C", "H", "H", "H", "H", "H", "H", "H", "H", "H", "H", "H", "H", "H", "H", "H"], "xyz": [[2.71, -0.31, 1.98], [1.26, -1.49, 2.00], [3.01, 0.36, 3.76], [2.00, -0.10, 5.13], [0.75, 0.51, 4.95], [2.61, -0.19, 6.39], [1.89, -1.58, 4.65], [4.00, 1.38, 4.52], [5.29, 0.93, 4.86], [3.36, 2.32, 5.36], [4.23, 2.27, 3.20], [-6.00, -0.28, 0.55], [-5.16, 0.20, -0.62], [-3.82, 0.59, -0.20], [-3.60, 1.71, 0.89], [-4.75, 2.48, 1.35], [-2.81, 0.99, 2.08], [-1.76, 0.06, 1.79], [-2.39, -1.34, 1.75], [-2.39, 2.56, 0.28], [-2.32, 3.97, 0.51], [-2.17, 4.75, -0.78], [-6.83, -0.86, 0.12], [-5.46, -0.98, 1.18], [-6.44, 0.50, 1.17], [-4.93, -0.64, -1.27], [-5.67, 0.95, -1.23], [-1.35, 0.21, 0.79], [-0.95, 0.13, 2.51], [-3.34, -1.32, 1.24], [-1.73, -2.11, 1.33], [-2.56, -1.71, 2.77], [-3.05, 4.47, 1.15], [-1.35, 4.03, 1.01], [-1.54, 4.22, -1.50], [-3.11, 4.92, -1.33], [-1.74, 5.73, -0.56], [1.28, -4.23, -2.99], [2.69, -3.86, -2.58], [2.85, -3.12, -1.36], [2.82, -1.57, -1.30], [2.99, -1.09, 0.11], [3.86, -1.07, -2.35], [4.06, 0.36, -2.61], [5.10, 0.43, -3.71], [1.47, -1.09, -1.95], [0.34, -0.55, -1.24], [-0.91, -0.78, -2.05], [0.64, -3.35, -2.88], [1.22, -4.51, -4.04], [0.89, -4.99, -2.32], [3.30, -4.77, -2.56], [3.18, -3.29, -3.37], [3.16, 0.93, -2.86], [4.33, 0.70, -1.61], [5.48, 1.45, -3.71], [5.92, -0.26, -3.56], [4.63, 0.49, -4.69], [0.15, -0.92, -0.23], [0.53, 0.52, -1.09], [-1.80, -0.19, -1.80], [-0.80, -0.74, -3.13], [-1.24, -1.82, -1.91]], "lowdin_spin": [3.2255, 0.0266, -0.2066, 0.0105, -0.0192, 0.0056, 0.0017, 0.0042, -0.0363, -0.0368, 0.0014, 0.0000, 0.0000, 0.0000, 0.0000, 0.0000, 0.0000, 0.0000, -0.0001, 0.0000, 0.0000, 0.0000, 0.0000, 0.0000, 0.0000, 0.0000, 0.0000, 0.0000, 0.0000, 0.0000, -0.0001, 0.0000, 0.0000, 0.0000, 0.0000, 0.0000, 0.0000, 0.0000, 0.0002, 0.0010, 0.0046, 0.0173, -0.0010, 0.0000, 0.0000, 0.0001, 0.0007, 0.0001, 0.0000, 0.0000, 0.0000, 0.0000, 0.0000, 0.0000, -0.0001, 0.0000, 0.0000, 0.0000, 0.0003, 0.0002, 0.0000, 0.0000, 0.0000], "lumo_energy_ev": [-8.568, -6.045], "largest_force_ha_per_bohr": 0.1311, "multiplicity": 4, "total_charge": 1, "energy_ha": -4255.87822, "s2": 3.9739}


(2)
{"formula": "C7H15N", "method": "wB97M-V/def2-TZVPD", "symbols": ["C", "C", "C", "C", "C", "C", "C", "N", "H", "H", "H", "H", "H", "H", "H", "H", "H", "H", "H", "H", "H", "H", "H"], "xyz": [[-0.06, 0.38, 0.63], [0.37, -1.04, 0.20], [0.02, -1.61, -1.19], [-1.55, 0.66, 0.41], [0.79, 1.48, -0.04], [-0.02, -0.66, -2.37], [0.17, 0.44, 2.14], [1.34, 0.66, 2.66], [1.28, 0.63, 3.68], [1.46, -1.13, 0.33], [-0.04, -1.76, 0.92], [-0.69, 0.23, 2.80], [0.77, -2.38, -1.41], [-0.93, -2.14, -1.13], [-1.79, 0.86, -0.64], [-1.87, 1.55, 0.98], [-2.17, -0.18, 0.75], [1.84, 1.18, -0.10], [0.75, 2.41, 0.53], [0.45, 1.70, -1.05], [-0.90, -0.02, -2.34], [-0.09, -1.24, -3.30], [0.88, -0.04, -2.44]], "mulliken_charge": [2.2506, -1.1846, -0.3202, -1.9524, -1.7238, -1.1372, -0.6412, -0.6210, 0.2625, 0.4397, 0.3382, 0.4204, 0.3449, 0.2700, 0.3396, 0.4684, 0.3985, 0.3506, 0.4028, 0.4144, 0.2199, 0.3995, 0.2606], "lumo_energy_ev": 0.894, "largest_force_ha_per_bohr": 0.0347, "energy_ha": -330.44801}